[1]
Density functional theory data (wB97M-V/def2-TZVPD) for C28H49N2O2P3Yb as an isolated structure in a non-equilibrium geometry.

- LUMO energy (alpha / beta): -10.233 / -10.220 eV
- 2S+1: 2
- Frontier orbital gap (alpha / beta): 4.8 / 4.8 eV
- Net charge: +3
- Energy: -96276.253 eV
- Expectation value of S²: 0.75

Last column: Mulliken charge in e.
Atoms and positions in Å:
1 Yb -0.549999 -0.249170 -0.436196  0.747
2 P 1.680982 1.560417 0.476081  1.068
3 P -1.036175 2.365288 -1.664191  1.579
4 P 1.759417 -0.403751 -2.319407  1.243
5 H -1.251162 -4.769253 -0.548021  0.302
6 C -0.262309 -5.238796 -0.601352  -0.546
7 C 0.668504 -5.036940 0.337759  -0.364
8 H 0.481764 -4.363208 1.192499  0.007
9 C 1.025286 2.339297 2.002315  -0.983
10 C 2.873609 2.882622 0.063522  -1.727
11 C 2.875673 0.467443 1.333595  -0.803
12 C -2.516850 2.334420 -2.745289  -1.623
13 C -1.542533 3.587874 -0.491387  -1.308
14 C 0.150968 3.196448 -2.657454  -0.973
15 C 2.456062 -2.062903 -1.932940  -1.248
16 C 3.370528 0.422682 -2.604782  -1.540
17 C 1.258811 -0.679632 -4.063695  -1.321
18 H -0.038006 -5.817552 -1.524414  0.279
19 H 1.709964 -5.410429 0.222561  0.308
20 H 0.937470 1.587590 2.793921  0.034
21 H 0.040378 2.788036 1.831403  0.124
22 H 1.733009 3.116321 2.324165  0.548
23 H 2.359004 3.785707 -0.276087  0.457
24 H 3.578240 2.556721 -0.706967  0.365
25 H 3.414102 3.097789 0.992953  0.627
26 H 2.345527 -0.126118 2.085881  -0.146
27 H 3.622034 1.101598 1.832361  0.474
28 H 3.373258 -0.211062 0.630850  0.300
29 H -2.692005 3.375153 -2.982372  0.606
30 H -3.361992 1.904234 -2.193413  0.494
31 H -2.327673 1.737709 -3.641462  0.459
32 H -1.966392 4.410437 -1.086844  0.487
33 H -0.709286 4.006978 0.082398  0.400
34 H -2.317557 3.259609 0.207917  0.397
35 H -0.374655 4.061802 -3.094508  0.502
36 H 0.553078 2.601350 -3.481098  0.331
37 H 0.988639 3.600321 -2.080495  0.260
38 H 2.852055 -2.501659 -2.855261  0.426
39 H 1.688231 -2.726327 -1.510980  0.244
40 H 3.268367 -1.956471 -1.201012  0.425
41 H 3.806644 -0.007511 -3.515787  0.555
42 H 4.041113 0.247851 -1.756970  0.402
43 H 3.232041 1.501212 -2.739604  0.351
44 H 2.139668 -0.645979 -4.720933  0.515
45 H 0.553272 0.106759 -4.366059  0.282
46 H 0.755032 -1.647031 -4.173329  0.340
47 C -2.168910 -1.602091 -2.843262  0.398
48 C -3.035207 -0.856626 -3.745377  -0.725
49 C -3.230364 -1.289304 -5.058619  -0.725
50 C -2.603859 -2.483227 -5.473019  -0.456
51 C -1.807449 -3.254561 -4.612438  -0.667
52 C -1.661530 -2.860593 -3.293340  -0.043
53 O -1.721382 -1.240793 -1.718320  -0.509
54 H -1.419065 1.029794 -1.465988  -0.217
55 H -3.446711 0.055178 -3.282821  0.702
56 H -3.857014 -0.711925 -5.758664  0.433
57 H -2.715520 -2.809659 -6.504070  0.407
58 H -1.260475 -4.132769 -4.989211  0.434
59 H -1.024034 -3.278575 -2.514851  0.280
60 C -1.614388 -0.055704 6.195310  -0.810
61 N -1.992204 0.154081 4.814541  -0.091
62 N -1.244712 -0.293081 3.784790  0.694
63 C -1.914964 -0.011848 2.611194  0.249
64 O -1.454596 -0.268145 1.452989  -0.494
65 C -3.118958 0.626130 2.982184  -1.085
66 C -3.120363 0.715226 4.344355  0.869
67 C -4.094949 1.327907 5.275893  -1.744
68 C 0.053748 -0.869346 3.991802  0.138
69 C 0.349419 -2.106368 3.408391  -0.264
70 C 1.595432 -2.694116 3.626266  -0.708
71 C 2.553212 -2.043497 4.410802  -0.653
72 C 2.261081 -0.798168 4.977036  -0.966
73 C 1.012580 -0.207383 4.771404  0.125
74 H -2.447584 0.255165 6.829965  0.394
75 H -0.745092 0.545128 6.475496  0.315
76 H -1.392825 -1.106360 6.410385  0.337
77 H -3.845587 0.977614 2.262780  0.510
78 H -4.552699 0.607312 5.967608  0.393
79 H -3.633649 2.127036 5.873875  0.394
80 H -4.900815 1.772307 4.682320  0.374
81 H -0.420904 -2.587441 2.801506  0.656
82 H 1.811690 -3.666013 3.184212  0.450
83 H 3.524069 -2.510125 4.597077  0.458
84 H 3.009060 -0.290767 5.589931  0.413
85 H 0.784583 0.761531 5.221200  0.378

Forces on the atoms, in the same order (eV/Å):
1.5100 -2.9262 1.8165
0.2646 0.5912 1.5808
-3.1793 2.0484 -1.8015
0.5151 -1.2883 -0.9582
0.2822 -0.3827 0.1185
0.4969 0.1700 -0.4198
0.4341 0.5201 -0.4921
-0.0076 -0.6095 -0.3192
-0.4151 0.2464 0.1064
-0.1042 0.1188 -0.8628
-0.0718 -0.7234 -0.3444
0.3930 0.0530 0.1780
-0.0178 0.4805 1.5265
1.9360 -0.0820 -0.7323
-0.2817 -0.0997 0.4815
-0.2046 0.7016 0.3506
-0.4838 0.3366 -0.0933
-0.2522 0.3169 0.8982
-0.9736 0.0879 0.2187
-0.0772 0.1382 -0.1539
0.1815 0.0246 0.2215
-0.3350 -0.2057 0.0668
0.1807 0.0027 0.0603
-0.0615 0.1554 0.1276
-0.0994 0.0132 -0.3143
0.1330 -0.0479 -0.0791
-0.2194 -0.2330 -0.1311
0.0624 0.1126 0.2312
-0.3526 0.1725 -0.3135
0.1316 0.2033 -0.1455
-0.0248 0.1432 0.0694
0.1115 -0.2965 -0.0217
-0.0763 -0.1947 -0.0691
0.0943 -0.0811 -0.1259
-0.2114 -0.3864 0.2065
-0.1012 -0.0121 0.0590
-0.1150 -0.2549 0.0396
-0.0367 0.0352 0.2022
0.2366 -0.0637 -0.1860
-0.2148 -0.1246 -0.1679
-0.0661 0.1120 0.3307
-0.0671 0.1143 -0.1655
0.2302 -0.1538 -0.1155
-0.2972 -0.0564 0.2285
0.1335 -0.2560 -0.1845
-0.0119 0.2298 0.0640
-2.1031 -2.8162 -6.7171
1.3670 -0.2794 2.1415
0.2448 -0.5957 0.2879
-0.0049 0.2597 -0.1613
-0.1427 0.0142 -0.1296
-0.0032 1.8444 0.4520
1.4451 3.3439 4.8091
0.2300 0.5544 -0.6203
-0.1662 -0.5823 -0.7687
0.3833 -0.4145 0.4840
-0.0316 0.0953 0.1863
-0.5539 0.3855 0.1927
0.0254 -0.7342 -0.5815
0.1045 -0.0139 0.9096
-0.5395 0.2967 0.3522
0.3599 -0.2092 -1.2416
-0.9145 0.5414 2.3973
1.1783 -0.0491 -1.8215
0.7149 -0.3127 -1.4625
0.2367 -0.0500 1.2043
-0.6456 0.3918 0.0139
0.5750 -0.2431 -0.1072
-0.2326 0.2631 -0.0093
0.0738 0.1695 -0.0621
-0.1254 0.0295 0.0148
-0.0789 -0.1149 -0.0686
-0.0047 0.0308 -0.1900
0.1257 -0.1198 -0.2446
-0.2915 -0.0879 -0.0573
-0.1066 0.1548 -0.2363
-0.0662 -0.0560 0.3295
0.1891 0.0839 -0.2496
-0.0886 -0.2316 -0.1860
0.1209 -0.0678 0.2346
0.2525 -0.0508 0.2579
-0.0268 0.2210 0.1541
-0.3675 0.1536 -0.0877
-0.2811 -0.1512 -0.1800
0.1805 -0.3035 -0.2255

***

[2]
Density functional theory data (wB97M-V/def2-TZVPD) for C28H50BBaGeN4O2SSi3 as an isolated structure in a non-equilibrium geometry.

- LUMO energy (alpha / beta): -0.400 / -1.376 eV
- 2S+1: 2
- Frontier orbital gap (alpha / beta): 5.9 / 4.9 eV
- Energy: -132261.259 eV
- Expectation value of S²: 0.75

Last column: Mulliken charge in e.
Atoms and positions in Å:
1 Ba 0.260142 -0.323238 -0.443165  1.386
2 N -3.964433 -0.999291 -2.474199  -0.457
3 C -3.023273 -0.498730 -1.632821  0.343
4 S -1.862020 0.598563 -2.338834  -0.526
5 N -3.190684 -0.924661 -0.385047  -0.968
6 N -2.199263 -0.544100 0.480074  0.483
7 C -2.423093 -0.650219 1.739543  -0.296
8 C -3.737237 -1.027736 2.329864  -0.262
9 C -4.374722 -0.136145 3.185898  -0.026
10 C -5.598272 -0.464714 3.753888  -0.846
11 C -6.181453 -1.692786 3.482280  -0.421
12 C -5.545782 -2.588989 2.632706  -0.940
13 C -4.332808 -2.254864 2.052260  0.141
14 C -1.287465 -0.328795 2.671640  1.105
15 C -1.317417 -0.754777 3.992116  -0.448
16 C -0.228064 -0.474568 4.806898  -0.774
17 C 0.853146 0.211936 4.288360  -0.458
18 C 0.812048 0.591233 2.952767  -0.261
19 N -0.233423 0.334154 2.169564  -0.522
20 H -4.078994 -0.567108 -3.372728  0.209
21 H -4.749336 -1.462688 -2.046780  0.230
22 H -3.917674 0.821002 3.406820  0.509
23 H -6.095337 0.238862 4.408857  0.395
24 H -7.132315 -1.951790 3.929631  0.396
25 H -6.002108 -3.545935 2.414250  0.425
26 H -3.848483 -2.932789 1.362461  0.482
27 H -2.170897 -1.298167 4.370539  0.518
28 H -0.230934 -0.798571 5.839764  0.427
29 H 1.721093 0.451062 4.886520  0.459
30 H 1.641907 1.118945 2.492747  0.239
31 C 6.585710 -0.535273 0.079145  -1.014
32 Si 4.741376 -0.906380 0.038993  0.258
33 C 4.291255 -1.487802 1.785224  -0.606
34 C 4.507660 -2.438815 -1.044342  -0.786
35 Ge 3.340644 0.844650 -0.662605  0.253
36 Si 4.301353 2.773875 0.245770  0.165
37 C 3.210689 4.283702 -0.037444  -1.110
38 C 4.461422 2.579723 2.122808  -1.054
39 C 6.000291 3.249134 -0.413772  -1.019
40 Si 3.798338 0.988767 -2.959540  0.200
41 C 5.606826 0.772450 -3.437128  -0.966
42 C 3.227605 2.627910 -3.684344  -1.085
43 C 2.835989 -0.368605 -3.861095  -0.967
44 H 7.156989 -1.420036 0.376790  0.367
45 H 6.807406 0.260356 0.795666  0.249
46 H 6.948696 -0.204197 -0.896097  0.285
47 H 4.936832 -2.313420 2.101395  0.349
48 H 3.253988 -1.837440 1.833364  -0.125
49 H 4.390898 -0.685106 2.521251  0.243
50 H 5.057873 -3.286702 -0.624085  0.343
51 H 4.875075 -2.274157 -2.059970  0.298
52 H 3.456424 -2.731462 -1.130744  -0.010
53 H 2.178130 4.095969 0.266416  0.276
54 H 3.192900 4.575149 -1.090039  0.251
55 H 3.585250 5.133665 0.541398  0.342
56 H 3.504328 2.773131 2.616744  0.283
57 H 5.175586 3.309476 2.517372  0.445
58 H 4.801748 1.585479 2.419540  0.166
59 H 5.960733 3.457340 -1.485824  0.225
60 H 6.730077 2.449754 -0.267456  0.265
61 H 6.372129 4.148410 0.086442  0.408
62 H 6.239177 1.527597 -2.965676  0.244
63 H 5.735411 0.845887 -4.521537  0.396
64 H 5.981674 -0.205775 -3.125124  0.229
65 H 3.835949 3.457715 -3.316057  0.239
66 H 2.187507 2.848132 -3.434307  0.308
67 H 3.317974 2.605706 -4.774507  0.359
68 H 3.063174 -1.359828 -3.460476  0.220
69 H 3.069878 -0.379537 -4.930293  0.359
70 H 1.754886 -0.209827 -3.778676  0.210
71 C 1.545943 -5.264514 1.954299  -2.026
72 C 0.241684 -4.612750 1.546577  1.679
73 C -0.854213 -4.857975 2.557429  -1.681
74 O 0.511074 -3.130584 1.544610  0.030
75 B 0.800755 -2.905333 0.255723  0.233
76 O 0.563453 -3.815439 -0.696374  -0.464
77 C -0.171835 -4.888648 0.067212  1.295
78 C 0.291041 -6.222211 -0.468686  -1.959
79 C -1.640552 -4.644928 -0.216507  -1.252
80 H 1.843905 -4.879619 2.928797  0.497
81 H 2.348264 -5.053863 1.246022  0.329
82 H 1.431768 -6.346770 2.031918  0.360
83 H -0.483218 -4.636958 3.557728  0.482
84 H -1.161743 -5.906168 2.535576  0.333
85 H -1.725867 -4.235044 2.364417  0.234
86 H 1.371955 -6.326918 -0.416352  0.376
87 H -0.019096 -6.330365 -1.507018  0.472
88 H -0.166407 -7.032271 0.104843  0.344
89 H -1.966933 -3.658599 0.120969  -0.212
90 H -2.263288 -5.399613 0.266540  0.324
91 H -1.806448 -4.699032 -1.291842  0.566

Forces on the atoms, in the same order (eV/Å):
0.5218 1.3389 -0.8794
0.0304 0.0514 -0.0642
-0.0999 0.0482 0.0395
-0.3856 -0.2948 0.1933
0.3786 0.2369 0.1200
-0.4763 -0.1281 -0.0850
0.0648 0.1597 0.2598
0.1251 -0.0751 0.0069
-0.1028 -0.0384 0.0445
0.0273 0.0159 -0.0112
-0.0160 -0.0296 0.0011
0.0075 0.0052 -0.0014
0.0058 0.0392 0.0064
-0.3450 -0.0979 -0.2872
0.1684 0.0910 0.1295
-0.1288 -0.0733 0.0075
0.1371 0.1105 -0.1171
-0.1672 -0.0664 0.1976
0.0116 -0.0943 -0.0227
0.0318 -0.0013 -0.0015
-0.0259 0.0073 -0.0328
0.0192 0.0006 -0.0202
0.0071 0.0050 0.0020
-0.0013 0.0013 -0.0028
-0.0033 0.0002 0.0012
-0.0140 -0.0180 0.0018
-0.0050 0.0038 -0.0025
0.0172 0.0050 0.0016
-0.0118 -0.0211 0.0235
0.0085 -0.0325 -0.0210
0.1138 0.0104 0.0184
0.0463 -0.1559 0.0981
-0.0663 0.0259 0.0773
0.0467 -0.0455 -0.0715
-0.3845 0.0333 0.1727
0.0821 0.1526 0.1265
-0.0651 0.0492 0.0192
0.0506 0.1148 0.0809
0.1128 -0.0521 -0.0399
0.0214 -0.1046 -0.1454
0.0871 -0.0570 -0.0610
0.0096 0.0832 -0.0386
-0.0619 -0.0042 -0.0851
0.0099 0.0025 -0.0083
-0.0212 -0.0168 0.0033
-0.0062 -0.0164 0.0070
0.0032 0.0062 -0.0025
0.0021 -0.0065 -0.0203
0.0178 -0.0158 -0.0228
0.0002 -0.0072 -0.0152
0.0184 0.0014 -0.0015
-0.0166 0.0127 0.0395
0.0126 -0.0070 0.0213
0.0126 -0.0166 -0.0025
-0.0077 0.0169 -0.0288
-0.0167 -0.0525 -0.0247
-0.0154 -0.0136 0.0174
0.0185 0.0137 -0.0300
-0.0321 0.0129 0.0014
-0.0026 0.0159 0.0164
0.0003 -0.0025 0.0062
-0.0176 0.0107 -0.0037
0.0095 0.0155 0.0044
-0.0164 -0.0027 -0.0083
0.0085 -0.0074 0.0021
-0.0088 -0.0300 0.0020
-0.0095 0.0314 0.0032
0.0071 0.0088 0.0083
0.0118 -0.0100 0.0135
0.0084 0.0096 0.0263
0.0695 -0.1108 0.0546
-0.1305 0.4082 0.1127
-0.0192 -0.1172 0.0400
-0.1054 -0.7262 -0.2143
0.6567 -0.2773 0.0489
-0.2399 -0.5393 0.6393
0.1540 0.1685 -0.2917
-0.0734 -0.1139 0.0172
-0.1117 -0.0223 -0.0053
0.0004 0.0160 -0.0037
-0.0296 0.0341 -0.0232
-0.0146 0.0137 0.0140
0.0030 0.0227 -0.0015
0.0059 0.0077 -0.0020
0.0165 0.0152 0.0031
0.0013 0.0236 -0.0138
0.0053 0.0294 -0.0077
0.0083 0.0094 -0.0035
0.0429 0.0119 0.0127
0.0132 -0.0052 -0.0140
0.0050 -0.0009 -0.0043